Below is a 4-piece molecular cluster, C22H42BN3O3 overall, with properties calculated with ωB97M-V/def2-TZVPD.

Computed properties:
* SMILES: CCB(CCC(C)C)c1ccccc1.CN(C)C=O.CN(C)C=O.CN(C)C=O
* net charge: 0

Each line ends with the Mulliken charge.
Atoms and positions in Å:
C -4.017565 1.162430 -4.632284  -1.165
C -3.944668 1.850165 -3.264689  -0.456
B -2.573558 1.782624 -2.491639  0.169
C -2.394909 2.617628 -1.171707  -1.178
C -1.250299 2.206671 -0.234440  -0.635
C -1.603519 0.995997 0.645073  1.559
C -0.365834 0.135220 0.914974  -1.570
C -2.247706 1.436188 1.970235  -1.640
C -1.422975 0.856501 -3.016251  0.119
C -0.490794 1.259844 -3.978795  -0.565
C 0.520965 0.406756 -4.403547  -0.669
C 0.624013 -0.872091 -3.877021  -0.341
C -0.292424 -1.293177 -2.921496  -0.360
C -1.306960 -0.440116 -2.506479  -0.255
H -3.815117 0.092433 -4.548686  0.283
H -5.008994 1.273942 -5.078562  0.367
H -3.296709 1.592816 -5.329933  0.282
H -4.240308 2.901859 -3.359122  0.364
H -4.667960 1.382773 -2.581749  0.314
H -2.305098 3.679073 -1.446462  0.379
H -3.344324 2.569266 -0.616433  0.300
H -1.004881 3.047173 0.428547  0.436
H -0.348215 1.985592 -0.811258  0.400
H -2.344566 0.389635 0.110140  -0.127
H 0.504543 0.775260 1.083006  0.201
H -0.504797 -0.494756 1.795415  0.456
H -0.130539 -0.522543 0.073837  0.212
H -1.473969 1.575870 2.729186  0.294
H -2.968851 0.703138 2.333292  0.387
H -2.778503 2.388454 1.859335  0.414
H -0.553295 2.260114 -4.397160  0.422
H 1.233450 0.743207 -5.148676  0.394
H 1.416694 -1.532455 -4.206591  0.311
H -0.228654 -2.287404 -2.495002  0.328
H -2.008796 -0.784395 -1.753105  0.435
C 1.283422 -2.323346 2.979387  0.219
O 0.243260 -2.940371 2.851808  -0.650
N 1.877181 -2.068689 4.160770  0.095
C 3.104252 -1.306857 4.254523  -0.920
C 1.246708 -2.566045 5.370057  -0.997
H 1.833209 -1.902434 2.120730  0.311
H 3.898322 -1.901738 4.711317  0.366
H 2.955858 -0.402572 4.847769  0.324
H 3.419890 -1.009626 3.256780  0.299
H 1.165092 -3.652944 5.342938  0.298
H 0.240624 -2.158488 5.474453  0.299
H 1.847111 -2.270373 6.227207  0.397
C 1.166217 3.116522 3.394750  0.069
O 1.659691 2.208056 2.755408  -0.619
N 1.178837 4.406007 3.006802  0.178
C 0.570921 5.456508 3.794811  -0.929
C 1.818568 4.735551 1.744068  -0.839
H 0.644320 2.955503 4.353399  0.331
H -0.223207 5.954025 3.234457  0.343
H 1.311730 6.203672 4.086548  0.339
H 0.139458 5.026714 4.696806  0.282
H 1.339626 4.202808 0.921752  0.176
H 2.870445 4.449794 1.760299  0.299
H 1.737399 5.806987 1.577395  0.396
C 2.674752 -6.519252 -2.188572  0.112
O 3.208815 -6.937345 -1.181566  -0.575
N 1.861865 -5.444179 -2.229783  0.143
C 1.255774 -4.985338 -3.461786  -0.699
C 1.598400 -4.732415 -0.989391  -0.754
H 2.812949 -6.994019 -3.175503  0.259
H 1.569595 -3.963970 -3.688999  0.186
H 0.166043 -5.007301 -3.392108  0.307
H 1.564785 -5.633621 -4.279412  0.306
H 2.526736 -4.355726 -0.559311  0.304
H 1.133813 -5.391820 -0.256719  0.315
H 0.932664 -3.897370 -1.193036  0.164

Cartesian forces (eV/Å) of the 2 atoms listed first:
-0.172 0.069 0.061
0.289 -0.126 -0.230

***

Below is one molecule with the formula C5H3NO at a distorted geometry, with properties calculated with ωB97M-V/def2-TZVPD.

Computed properties:
* SMILES: C#CCC(=O)C#N
* net charge: 0
* energy relative to the best compared isomer or geometry (same formula, charge and spin): 42.9 kcal per mole

Each line ends with the natural charge from an NBO analysis.
Atoms and positions in Å:
O -1.504028 -0.037960 1.416365  -0.431
C -1.107641 0.177255 0.300429  0.514
C -0.079891 -0.696323 -0.407259  -0.559
C 1.252243 -0.443060 0.143350  -0.032
C 2.334341 -0.241569 0.626833  -0.186
C -1.636567 1.339405 -0.444708  0.156
N -2.086480 2.245773 -1.004334  -0.230
H -0.097519 -0.536894 -1.490833  0.256
H -0.364290 -1.735709 -0.210152  0.270
H 3.289829 -0.070918 1.070307  0.243

Cartesian forces (eV/Å) of the 2 atoms listed first:
0.201 0.090 -0.601
-0.200 -0.175 0.595

***

Respective gap between HOMO and LUMO values: 9.5 10.1 eV.
Respective highest occupied orbital energy values: -9.02 -10.75 eV.
Respective LUMO energy values: 0.5 -0.7 eV.